Here is a cluster of 8 separate species, C26H72N4O8 in total from the OMol25 dataset. Energies are from ωB97M-V/def2-TZVPD.

```
110
Properties=species:S:1:pos:R:3:forces:R:3:mulliken_charge:R:1
C -5.0832 -1.4130 1.2671 0.4616 0.1581 -0.6832 -0.48
O -5.1267 -0.0309 1.4737 -0.2453 0.9364 0.6356 -0.46
C -4.2035 0.6695 0.6728 0.2694 -0.4241 -0.5548 0.40
C -4.1590 2.1662 0.9700 0.8509 -0.1240 0.4265 -0.10
C -3.2336 2.8436 -0.0723 -0.4990 0.1940 0.7724 -0.95
N -3.6446 2.5663 2.3038 -0.4414 -0.2939 0.2101 -0.69
H -5.8190 -1.8756 1.9207 0.0083 -0.0839 -0.1331 0.28
H -4.0720 -1.7647 1.4831 0.0580 -0.3894 0.1988 0.03
H -5.2681 -1.6224 0.1981 -0.2761 -0.2254 0.2962 0.32
H -3.1946 0.2355 0.8047 -0.0420 0.0761 0.0627 -0.35
H -4.4809 0.5028 -0.3948 0.1432 0.2053 0.3307 0.43
H -5.1860 2.5145 0.9166 -0.1149 0.3406 -0.1523 0.44
H -3.6202 2.8087 -1.0872 0.0000 -0.2447 -0.1193 0.51
H -2.2424 2.3766 -0.0108 -0.1109 0.1312 -0.1475 -0.21
H -3.1463 3.8982 0.2150 0.1220 -0.2214 -0.0889 0.37
H -2.7271 2.1970 2.5252 0.3129 -0.1099 -0.6208 0.05
H -4.2038 2.2197 3.0802 -0.3476 0.0202 -0.3900 0.37
C -1.2055 -3.7360 1.8409 0.5787 0.0015 0.7492 -0.85
O -2.0043 -2.9129 2.6444 -0.9359 0.2522 -0.5750 -0.14
C -1.4745 -2.4864 3.8547 0.4788 0.6400 0.7219 0.19
C -2.4871 -1.6477 4.6509 -0.1471 0.1371 -0.2364 0.07
C -3.8017 -2.4077 4.8092 -0.3733 0.3931 -0.1325 -1.36
N -2.7757 -0.3309 4.0728 -0.3039 -0.5057 0.9026 -0.53
H -1.5708 -3.6992 0.8287 -0.3063 0.0632 -0.3778 0.22
H -1.2863 -4.7689 2.2096 0.4116 0.0546 -0.1511 0.29
H -0.1550 -3.3771 1.8292 -0.3029 -0.3270 0.0951 0.27
H -1.1521 -3.3187 4.5065 0.0105 -0.0408 -0.2931 0.44
H -0.6154 -1.8190 3.6686 0.1553 -0.2843 -0.0035 -0.38
H -2.0132 -1.4780 5.6448 -0.2661 -0.2291 -0.4415 0.32
H -4.4672 -1.8909 5.5097 0.1102 -0.0698 -0.1468 0.34
H -3.6685 -3.4226 5.1438 0.2763 -0.3950 0.3638 0.44
H -4.3189 -2.5077 3.8439 0.1994 0.2634 0.1855 0.19
H -1.9797 0.1216 3.6686 0.2311 0.0353 -0.4714 0.15
H -3.5632 -0.3447 3.4452 0.0467 0.0129 -0.3169 0.18
C 3.5704 2.9574 -0.8306 0.1956 -0.0005 0.3198 -0.88
O 2.3202 3.6255 -0.7749 -0.0507 0.1305 -0.7823 -0.27
C 1.9931 4.4658 -1.9017 -0.1012 -0.5191 0.3575 -0.77
C 1.0316 5.5482 -1.3868 1.4238 0.9530 -0.2926 0.47
C -0.2211 5.0166 -0.7884 -0.8139 -0.3331 -0.2321 -1.10
N 0.7454 6.5792 -2.3871 -0.8701 -0.6822 -0.5045 -0.70
H 3.6967 2.5308 0.1628 0.2443 0.1487 0.0901 0.22
H 4.3987 3.6480 -1.0672 -0.3335 -0.2009 0.1039 0.40
H 3.6018 2.0984 -1.5094 -0.2197 0.2223 -0.3626 0.30
H 2.9152 4.8986 -2.2695 0.2921 0.4417 -0.0263 0.47
H 1.6011 3.8796 -2.7587 -0.2238 0.0447 0.4739 0.21
H 1.5876 6.0790 -0.6145 0.1445 -0.0964 0.2637 0.24
H -0.8098 4.5435 -1.5768 -0.2200 -0.1329 0.0228 0.32
H -0.8302 5.7981 -0.3423 0.0501 0.1972 -0.0920 0.42
H -0.0421 4.2819 -0.0179 0.1852 -0.2900 0.1756 0.02
H 1.5627 7.0349 -2.7726 0.0558 -0.2094 0.0625 0.27
H 0.1960 6.1633 -3.1508 0.3691 0.4366 0.2946 0.26
C 6.0880 -2.2802 -4.2151 0.2751 0.0439 0.1167 -0.80
O 4.8412 -2.3346 -3.5503 -0.1173 -0.4992 -0.0402 -0.24
C 3.7077 -2.1781 -4.3914 1.0397 0.3089 -0.1219 -0.97
C 2.4158 -2.2639 -3.6103 -1.1006 -0.3348 0.3156 1.38
C 2.0708 -3.6266 -2.9617 0.9992 -0.1712 -0.4442 -1.58
N 1.2921 -1.9805 -4.5114 -0.4609 -0.3816 0.0819 -0.41
H 6.2603 -1.3311 -4.7441 -0.2332 -0.0138 0.1372 0.31
H 6.2648 -3.0883 -4.9337 -0.4279 -0.1013 -0.0244 0.31
H 6.8536 -2.3926 -3.4478 -0.0552 0.1320 0.0289 0.24
H 3.8194 -1.1674 -4.8313 -0.4751 -0.2532 -0.1198 0.39
H 3.6989 -2.9053 -5.2227 0.1054 -0.0125 0.2058 0.36
H 2.4435 -1.4915 -2.8260 -0.1007 -0.1481 -0.1723 -0.66
H 1.9796 -4.4079 -3.7291 -0.0961 0.2463 -0.0506 0.46
H 1.1575 -3.6478 -2.3700 -0.0791 0.4512 -0.1417 0.27
H 2.8782 -3.9698 -2.3271 0.2739 0.0474 0.2543 0.33
H 1.3271 -1.0818 -4.9475 0.2503 0.5945 -0.2414 0.28
H 1.2316 -2.6774 -5.2562 0.0698 0.1734 0.2905 0.26
C -1.9804 0.1723 -2.5796 0.3564 -0.6100 -0.9446 -0.94
C -2.0292 -1.3506 -2.8291 -0.1609 0.7660 -0.1915 1.53
C -3.3979 -1.8580 -2.4699 -1.4372 0.5598 0.0097 -1.48
O -1.7102 -1.6094 -4.2136 0.5400 -0.2678 1.0940 -0.66
H -2.7432 0.6987 -3.1715 -0.0322 -0.2639 0.3893 0.50
H -1.0301 0.5579 -2.9360 0.2612 0.0591 -0.0235 0.20
H -2.0403 0.3764 -1.5311 -0.3215 0.3421 0.6680 -0.09
H -1.3066 -1.8408 -2.1559 0.0496 0.0632 -0.3686 -0.36
H -3.6318 -2.8750 -2.7339 0.3093 -0.4949 -0.3878 0.44
H -4.2019 -1.2233 -2.9002 0.5140 -0.2938 -0.1351 0.37
H -3.6024 -1.7941 -1.4032 0.4026 0.1089 0.2855 0.05
H -0.7390 -1.7541 -4.1806 -0.4272 -0.0034 -0.4556 0.45
C 1.4954 0.6773 3.5235 -0.8199 -0.9190 0.3909 -1.03
C 0.2306 1.5128 3.4236 0.1219 0.8682 -0.9099 0.71
C 0.5208 3.0233 3.3330 -0.4886 -0.3702 0.2168 -1.71
O -0.6103 1.0667 2.3169 0.5151 0.2669 0.9123 0.94
H 2.0092 0.9643 4.4372 0.3782 -0.0070 -0.0346 0.53
H 2.1573 0.6908 2.6587 -0.0552 0.3829 -0.0597 0.00
H 1.1492 -0.3672 3.6551 0.3857 0.3233 -0.0397 0.04
H -0.2891 1.4067 4.3868 -0.4664 -0.4410 -0.5331 0.57
H 0.9419 3.3226 4.2954 0.2933 0.1469 -0.1592 0.49
H -0.4133 3.5962 3.2267 0.2453 -0.2593 -0.1689 0.37
H 1.2016 3.2536 2.5137 0.0377 0.0886 0.0040 0.19
H -0.0978 1.1834 1.4867 -0.1238 0.1996 0.4739 -0.88
C 3.3854 -2.9633 0.5806 0.3783 -0.4915 1.7098 -1.06
C 3.8801 -2.2290 1.9104 0.2201 0.4735 -1.6351 0.08
O 5.2646 -1.8611 1.6798 -0.8482 -0.1098 -0.2565 -0.55
H 2.4083 -3.4311 0.6490 -0.5606 0.6221 0.0624 0.35
H 3.9790 -3.8508 0.3860 0.6835 -0.0078 0.1523 0.47
H 3.4879 -2.3407 -0.3110 -0.2775 0.2784 0.2370 0.16
H 3.8854 -2.7567 2.8609 -0.3064 -0.6004 -0.3212 0.35
H 3.2930 -1.3052 2.0752 0.0731 -0.3704 -0.1684 -0.10
H 5.2654 -1.7452 0.7217 0.6130 0.2015 0.1624 0.32
C 0.4178 -0.8952 -0.0680 0.6301 0.7106 0.8869 0.54
C 1.1472 0.2953 -0.7425 0.2669 -0.7166 -0.2408 -0.12
O 0.9530 1.4926 0.0243 -0.3641 -1.3520 -0.0087 0.32
H 0.4238 -1.8575 -0.5834 -0.2005 0.4421 -0.5768 0.28
H -0.5651 -0.5680 0.2602 -0.4328 -0.2520 -0.4738 -1.04
H 0.8872 -1.1528 0.8845 0.3541 0.2823 0.0944 -0.13
H 0.7856 0.4195 -1.7759 -0.0902 0.0898 0.3092 0.15
H 2.2301 0.0578 -0.8388 -0.3792 0.1657 0.2136 0.27
H 1.2916 2.2717 -0.4409 0.1557 0.2504 -0.0406 -0.16
```
Forces are in eV/Å.

Its energy relative to the best compared isomer or geometry (same formula, charge and spin) is 0.00 kJ/mol. The calculation puts the gap between HOMO and LUMO at 8.7 eV. As for the SMILES: COC[C@H](C)N.COC[C@H](C)N.COC[C@H](C)N.COC[C@H](C)N.CC(C)O.CC(C)O.CCO.CCO.

***

Here is a structure of composition C42H32AuBrGeN6 from the OMol25 dataset. Energies are from ωB97M-V/def2-TZVPD.

```
83
Properties=species:S:1:pos:R:3:forces:R:3:mulliken_charge:R:1
Au -0.0469 0.3957 0.6832 0.3148 0.8972 -0.2106 0.77
C -1.5580 2.2300 -2.8474 -0.7432 -0.1425 -0.2886 -0.90
C -2.9194 1.8859 -2.8922 0.4935 0.3235 -0.3072 -0.73
C -3.4728 1.2424 -1.8288 -0.1246 -0.4580 0.7411 -0.31
C -2.7123 0.8856 -0.6766 1.1501 0.5775 -1.0090 0.00
N -1.3762 1.2374 -0.6517 -0.6129 -0.0739 -0.8361 1.31
C -0.8447 1.8853 -1.7446 -0.0286 -0.3015 0.8459 -0.40
N -3.4030 0.2493 0.2995 0.1128 -0.5703 1.7686 -0.53
C -2.8859 -0.3585 1.3458 0.3382 0.6107 -1.7151 -0.36
N -1.5759 -0.6918 1.5368 -0.6077 -0.4767 0.5386 -0.01
C -1.4190 -1.2328 2.7854 1.9640 -0.2696 -0.3073 -0.09
N -0.2933 -1.6367 3.3457 -1.8676 0.6751 -0.0824 -0.56
C 0.9517 -1.4696 2.8396 1.2987 0.3635 -0.9781 0.41
C 1.9958 -2.1735 3.5089 -0.8038 0.0081 0.0567 -0.47
C 3.2765 -2.1709 3.0498 0.4484 0.3183 -0.4800 -0.55
C 3.5857 -1.4347 1.8855 0.1713 -0.6546 0.6891 -0.69
C 2.5981 -0.7042 1.3115 -0.7353 0.4149 -0.2066 -0.42
N 1.3082 -0.6785 1.7703 0.2459 -0.6423 0.5272 0.75
C -2.7289 -1.3207 3.4149 -0.9653 -0.1289 0.5815 0.13
C -3.1358 -1.7748 4.6668 0.4945 0.0131 -0.2628 -0.22
C -4.4855 -1.7215 4.9661 -0.4468 0.1472 -0.2132 -0.65
C -5.4145 -1.2081 4.0435 0.2413 -0.2309 0.4263 -0.59
C -5.0049 -0.7303 2.8119 0.3391 0.1156 -0.4334 -0.19
C -3.6485 -0.7971 2.5073 -0.6393 -0.3009 0.8146 0.10
H -1.0677 2.7452 -3.6627 -0.0302 -0.0279 0.0687 0.54
H -3.5160 2.1291 -3.7652 -0.0085 -0.0296 0.0983 0.43
H -4.5109 0.9362 -1.8160 0.0374 0.0950 0.0199 0.52
H 0.2029 2.1304 -1.6654 0.1081 -0.0591 0.3423 0.45
H 1.6970 -2.7348 4.3851 0.0419 0.0388 -0.0596 0.53
H 4.0533 -2.7206 3.5718 -0.1198 0.0057 -0.0537 0.40
H 4.5746 -1.4446 1.4449 -0.0765 0.0560 0.0940 0.48
H 2.7986 -0.1036 0.4349 -0.1954 0.0757 0.1852 0.34
H -2.4076 -2.1507 5.3812 -0.1206 0.0289 -0.1485 0.52
H -4.8349 -2.0811 5.9269 0.0031 0.0438 -0.0527 0.41
H -6.4648 -1.1855 4.3059 0.0350 0.0140 0.0141 0.42
H -5.7066 -0.3161 2.0950 0.0738 -0.0425 0.0918 0.52
Br 1.2102 -5.6130 -0.6023 0.0283 -0.0595 0.0188 -0.19
C 0.2108 -4.1332 -1.2089 0.1077 0.0529 0.0989 -0.37
C -0.8763 -4.3065 -2.0397 -0.1711 -0.0596 -0.1418 -0.18
C -1.5641 -3.1760 -2.4521 -0.0617 -0.0513 -0.0518 -0.93
C -1.1434 -1.9332 -2.0080 0.2323 0.1463 0.1930 0.10
N -0.0932 -1.7652 -1.1971 0.1097 -0.6867 -0.2108 0.02
C 0.5791 -2.8591 -0.8103 -0.2294 0.4978 -0.1152 0.07
H -1.1756 -5.2980 -2.3583 0.0176 0.0746 0.0176 0.45
H -2.4179 -3.2558 -3.1137 0.0380 -0.0115 0.0516 0.43
H -1.6719 -1.0311 -2.3152 0.1178 -0.1136 0.0644 0.17
H 1.4425 -2.7167 -0.1624 -0.1547 0.0280 -0.0754 0.44
C 1.2907 1.8714 0.3758 0.6332 0.8064 0.3070 -1.86
Ge 0.9597 3.5516 1.2281 0.0401 -1.3831 -0.9104 2.38
C -0.2213 3.3246 2.7653 -0.1770 0.0232 0.3393 -0.27
C -1.2458 4.2317 3.0548 0.0043 -0.3044 0.3285 -0.53
C -2.0450 4.0648 4.1869 0.1311 -0.1002 -0.0556 -0.61
C -1.8223 2.9948 5.0490 -0.0283 0.0930 -0.1153 -0.55
C -0.8067 2.0846 4.7747 0.0040 0.0304 -0.0877 -0.43
C -0.0134 2.2513 3.6442 -0.1398 0.0793 -0.0352 -0.41
C 0.0670 4.8440 0.0445 -0.2197 0.4815 0.0771 -0.31
C -1.3016 4.7209 -0.2394 0.2222 0.2652 -0.1670 0.08
C -1.9463 5.6381 -1.0654 0.1093 -0.0746 0.0288 -0.86
C -1.2324 6.6988 -1.6190 0.0220 -0.0758 0.0321 -0.61
C 0.1262 6.8334 -1.3514 0.0064 -0.1376 0.0171 -0.64
C 0.7712 5.9092 -0.5296 -0.2607 -0.0538 -0.0400 -0.44
C 2.6366 4.3402 1.8254 0.2265 0.2537 0.2256 -0.19
C 2.6162 5.2702 2.8708 0.2346 -0.0598 -0.1479 -0.30
C 3.8000 5.8012 3.3751 0.0820 -0.0679 -0.0795 -0.66
C 5.0228 5.4145 2.8312 -0.1337 -0.0312 -0.0187 -0.45
C 5.0568 4.4939 1.7870 -0.0959 0.0570 0.0301 -0.56
C 3.8707 3.9559 1.2940 0.0065 0.1409 0.1079 -0.34
H 2.1624 1.7553 -0.2743 -0.3143 -0.3434 0.0054 0.43
H -1.4253 5.0746 2.3980 0.0076 -0.0051 0.0044 0.43
H -2.8414 4.7715 4.3928 0.0404 -0.0199 0.0195 0.42
H -2.4350 2.8746 5.9359 0.0079 -0.0064 -0.0621 0.39
H -0.6321 1.2461 5.4423 0.0006 0.0589 -0.0418 0.42
H 0.7830 1.5364 3.4418 -0.0496 0.1429 -0.0082 0.30
H -1.8732 3.9019 0.1932 0.0411 0.0807 -0.0136 0.57
H -3.0065 5.5246 -1.2753 0.0874 0.0369 0.0167 0.43
H -1.7357 7.4161 -2.2589 0.0372 -0.0366 0.0559 0.38
H 0.6837 7.6615 -1.7792 -0.0492 -0.0764 0.0233 0.41
H 1.8361 6.0188 -0.3295 -0.1513 0.0277 0.0192 0.32
H 1.6663 5.5763 3.3017 0.0660 -0.0250 -0.0080 0.34
H 3.7714 6.5105 4.1962 0.0056 -0.0399 -0.0678 0.39
H 5.9475 5.8264 3.2226 -0.0754 -0.0268 -0.0271 0.36
H 6.0098 4.1942 1.3597 -0.0998 0.0220 0.0487 0.39
H 3.9097 3.2229 0.4926 -0.0418 0.0373 0.0909 0.24
```
Forces are in eV/Å.

Its energy relative to the best compared isomer or geometry (same formula, charge and spin) is 55.93 kJ/mol. The calculation puts the gap between HOMO and LUMO at 4.0 eV.

***

Here is the molecule CN2OS from the OMol25 dataset. Energies are from ωB97M-V/def2-TZVPD.

```
5
Properties=species:S:1:pos:R:3:forces:R:3:lowdin_spin:R:1
C -0.3715 -0.2282 1.2432 1.1991 -0.0680 -3.8790 0.10
N -0.7172 -0.4313 2.3327 -0.9431 -0.2456 2.9778 0.43
N 0.0178 -0.2362 0.0404 -0.2382 0.3829 0.9008 0.51
O 0.7290 0.0723 -2.3824 0.5841 -1.1138 -1.7696 0.35
S 0.3419 0.8234 -1.2339 -0.6019 1.0444 1.7701 0.60
```
Forces are in eV/Å.

Its energy relative to the best compared isomer or geometry (same formula, charge and spin) is 0.00 kJ/mol. As for the multiplicity: 3. The calculation puts the gap between HOMO and LUMO (alpha / beta) at 9.5 / 6.7 eV.

***

Here is a cluster of 2 separate species, C6H14N2 in total from the OMol25 dataset. Energies are from ωB97M-V/def2-TZVPD.

```
22
Properties=species:S:1:pos:R:3:forces:R:3:lowdin_spin:R:1
C -3.5123 -0.4015 0.5654 1.2538 0.8209 1.1609 0.08
C -3.6987 -0.2435 -0.7625 -0.8367 -0.2117 -2.1049 0.10
C -1.6306 -1.6866 0.9650 1.2955 -1.8786 -1.1090 0.40
N -2.3149 -0.6133 1.2242 -2.5863 1.7028 0.5001 0.25
H -4.3301 -0.1944 1.2987 0.0297 -0.0563 -0.7252 0.02
H -2.8601 -0.2504 -1.5291 -0.9666 -0.2163 1.2629 0.01
H -4.7358 -0.1324 -1.2196 1.3467 -0.0164 0.7951 0.01
H -0.6956 -1.8280 1.4993 0.0554 -0.2664 -0.2223 0.06
H -1.9808 -2.4002 0.1889 0.4765 0.1938 0.4086 0.06
C 3.1933 0.1182 -0.7298 0.1065 0.8924 0.1156 0.00
N 1.9189 0.1281 -0.0596 -0.6997 0.4660 0.1256 0.00
C 1.8954 0.9457 1.1431 -0.0262 -1.1053 0.9029 0.00
C 0.8393 0.5797 -0.9276 -0.3820 0.8558 0.8209 0.01
H 3.9256 -0.3208 -0.0577 0.2538 -0.0348 -0.0034 0.00
H 3.5677 1.1496 -1.0363 -0.3531 -0.7395 0.2192 0.00
H 3.1211 -0.4941 -1.6221 0.0431 -0.0986 -0.1724 0.00
H 0.9728 0.7777 1.7242 0.1429 0.0470 -0.5323 0.00
H 2.6987 0.6795 1.8292 0.2703 -0.3182 -0.0883 0.00
H 2.0170 2.0025 0.9890 -0.0628 0.9365 -0.5338 0.00
H -0.1273 0.6241 -0.3931 0.5110 -0.2513 -0.0475 0.00
H 0.6986 -0.0335 -1.7790 0.0299 -0.9456 -0.7783 0.00
H 1.0377 1.5936 -1.3105 0.0983 0.2237 0.0058 0.00
```
Forces are in eV/Å.

Its energy relative to the best compared isomer or geometry (same formula, charge and spin) is 120.65 kJ/mol. As for the multiplicity: 2. As for the net charge: -1. The calculation puts the gap between HOMO and LUMO (alpha / beta) at 2.9 / 6.8 eV.